Record 1
A molecular structure, CHAgLiO2, computed with ωB97M-V with the def2-TZVPD basis set.

Structure (XYZ):
```
6
Properties=species:S:1:pos:R:3:forces:R:3:nbo_charge:R:1
O -0.493139 1.962278 1.005773 0.29 0.23 0.18 -0.76
C -0.568411 0.873866 0.446112 0.49 -0.27 0.01 0.74
O 0.347162 0.023393 0.300950 0.47 0.31 0.27 -0.88
Li 1.486956 1.428534 1.277394 -0.97 -0.22 -0.35 0.92
H -1.341191 -2.299192 -1.918701 1.84 0.10 0.62 -0.52
Ag 0.568622 -1.988878 -1.111528 -2.12 -0.15 -0.73 0.50
```
Forces are in eV/Å.

Calculated values
Spin multiplicity: 2
Calculated total energy in Ha: -343.5853
Max |F| in eV/Å: 2.25
Kohn-Sham gap (spin up / spin down) in eV: 6.2797 / 5.8838
Energy relative to the best compared isomer or geometry (same formula, charge and spin) in eV: 0.000


Record 2
A molecular structure, CHBr2N, computed with ωB97M-V with the def2-TZVPD basis set.

Structure (XYZ):
```
5
Properties=species:S:1:pos:R:3:forces:R:3:nbo_charge:R:1
C -0.274781 0.081538 0.024955 5.42 1.81 -0.69 0.01
N 0.969062 0.594932 -0.027711 -5.25 -1.42 0.71 -0.61
Br -1.774523 1.215893 -0.036146 0.30 -0.23 0.03 0.14
Br -0.615387 -1.782403 -0.054497 -0.16 0.12 0.21 0.09
H 1.695631 -0.109962 0.093399 -0.31 -0.27 -0.26 0.36
```
Forces are in eV/Å.

Calculated values
Calculated total energy in Ha: -5241.4567
Max |F| in eV/Å: 5.75
Kohn-Sham gap in eV: 10.6192
Energy relative to the best compared isomer or geometry (same formula, charge and spin) in eV: 0.349


Record 3
A molecular structure, CHBr3, computed with ωB97M-V with the def2-TZVPD basis set.

Structure (XYZ):
```
5
Properties=species:S:1:pos:R:3:forces:R:3:nbo_charge:R:1
C 0.014309 -0.102656 0.027630 0.71 -0.32 0.38 -0.54
Br -1.420293 -0.394083 -1.167275 -0.18 -0.58 -0.44 0.12
Br -0.618081 0.983596 1.427735 -0.03 1.12 0.79 0.10
Br 1.610024 0.445210 -0.878156 0.21 0.58 -0.22 0.09
H 0.414041 -0.932066 0.590065 -0.71 -0.79 -0.50 0.23
```
Forces are in eV/Å.

Calculated values
Calculated total energy in Ha: -7760.7225
Max |F| in eV/Å: 1.37
Kohn-Sham gap in eV: 10.4353
Energy relative to the best compared isomer or geometry (same formula, charge and spin) in eV: 0.230


Record 4
A molecular structure, CHBrCl3Cu2, computed with ωB97M-V with the def2-TZVPD basis set.

Structure (XYZ):
```
8
Properties=species:S:1:pos:R:3:forces:R:3:nbo_charge:R:1
Cu -2.040642 -2.177518 -1.491296 1.38 0.27 -0.08 0.88
Cu 0.792495 -1.366666 -0.953297 -0.31 -0.18 -0.11 0.77
Br 0.601748 -3.562559 -1.483814 -0.62 0.00 0.09 -0.70
C 0.471809 1.428475 1.491535 -3.12 4.58 -4.51 0.02
Cl -0.846224 0.000160 -1.490967 -0.53 -0.24 0.25 -0.77
Cl -1.263018 1.978540 1.398001 3.26 -1.99 0.20 0.25
Cl 1.408814 1.955058 0.133375 -1.10 -1.46 1.92 0.30
H 0.875015 1.744511 2.396464 1.05 -0.98 2.25 0.24
```
Forces are in eV/Å.

Calculated values
Net charge: +1
Calculated total energy in Ha: -7273.8784
Max |F| in eV/Å: 7.15
Kohn-Sham gap in eV: 3.5275


Record 5
2 unconnected molecules or ions with the total composition CHBrClF, computed with ωB97M-V with the def2-TZVPD basis set.

Structure (XYZ):
```
5
Properties=species:S:1:pos:R:3:forces:R:3:nbo_charge:R:1
C 0.053478 0.170718 0.343532 -2.43 -0.87 0.51 0.34
F -1.251454 0.419029 0.402142 1.91 -0.22 -0.51 -0.27
Cl -0.122387 -0.552166 -2.663188 0.27 0.38 1.95 -0.49
Br 0.609095 -1.038164 1.637767 -0.11 -0.04 -0.94 0.22
H 0.711269 1.000583 0.279747 0.35 0.76 -1.02 0.20
```
Forces are in eV/Å.

Calculated values
Calculated total energy in Ha: -3172.6364
Max |F| in eV/Å: 2.63
Kohn-Sham gap (spin up / spin down) in eV: 6.2143 / 6.2096
Energy relative to the best compared isomer or geometry (same formula, charge and spin) in eV: 0.890


Record 6
3 unconnected molecules or ions with the total composition CHBrClFN5O3, computed with ωB97M-V with the def2-TZVPD basis set.

Structure (XYZ):
```
13
Properties=species:S:1:pos:R:3:forces:R:3:nbo_charge:R:1
C -2.723167 -2.838645 -0.097343 0.46 -0.11 1.36 0.29
N 0.097132 -1.188484 0.351134 3.91 -0.86 -3.31 0.19
N -2.606813 -2.584852 1.099798 -0.51 -1.21 -1.35 -0.30
N -0.773903 -1.016408 1.112262 -2.92 0.28 2.71 0.09
N -1.635560 -1.579362 1.770347 -0.60 0.87 0.60 -0.10
N -2.705432 -2.538764 -1.416473 0.55 0.34 -0.88 0.40
O 0.876654 -0.328334 -0.141108 -0.05 -0.18 -0.55 -0.54
O -2.015212 -3.169773 -2.244107 -0.35 0.28 0.94 -0.44
O -3.532997 -1.671674 -1.726546 -0.32 0.19 -0.33 -0.44
F 0.539324 1.843888 0.965807 -0.97 3.06 2.20 -0.60
Cl -0.646827 -1.793979 4.037401 -0.09 0.33 0.33 -0.07
Br 0.066595 -1.141966 5.976100 0.17 -0.19 0.17 -0.02
H 0.828846 1.206382 0.411512 0.71 -2.79 -1.89 0.55
```
Forces are in eV/Å.

Calculated values
Net charge: -1
Calculated total energy in Ha: -3671.9694
Max |F| in eV/Å: 5.19
Kohn-Sham gap (spin up / spin down) in eV: 6.2550 / 6.3496
Energy relative to the best compared isomer or geometry (same formula, charge and spin) in eV: 3.421